One molecule with the formula H2N2. Source: OMol25; level of theory: ωB97M-V with the def2-TZVPD basis set.

Atoms and positions in Å:
H -0.694 -0.899 0.029
N -0.697 0.092 0.305
N 0.340 0.702 0.069
H 1.051 0.105 -0.403

Results
**Gap between HOMO and LUMO**: 10.44 eV
**Total charge**: 0
**DFT total energy**: -110.6414 Ha


A 2-piece molecular cluster, H2N2O2 overall at a distorted geometry. Source: OMol25; level of theory: ωB97M-V with the def2-TZVPD basis set.

Atoms and positions in Å:
N -8.189 -0.838 -0.396
N -8.517 0.289 -0.687
O -7.564 -1.359 0.571
O -7.974 1.556 0.305
H -8.521 1.356 1.111
H 9.876 -1.319 -0.987

Results
**Gap between HOMO and LUMO**: 4.64 eV
**Total charge**: -2
**DFT total energy**: -260.9700 Ha


One molecule with the formula H2N2O2 at a distorted geometry. Source: OMol25; level of theory: ωB97M-V with the def2-TZVPD basis set.

Atoms and positions in Å:
N 1.023 -0.254 -0.097
O -0.121 0.118 -0.697
N -1.142 0.026 0.274
O -2.257 0.000 -0.142
H 1.752 0.441 -0.184
H 0.745 -0.331 0.846

Results
**Gap between HOMO and LUMO**: 9.69 eV
**Total charge**: 0
**DFT total energy**: -261.0278 Ha


One molecule with the formula H2N2O2S at a distorted geometry. Source: OMol25; level of theory: ωB97M-V with the def2-TZVPD basis set.

Atoms and positions in Å:
H -2.033 -0.301 0.002
N -1.046 -0.365 -0.190
N -0.459 0.228 0.702
O -0.773 0.750 1.692
O 1.060 0.159 0.429
S 1.794 0.376 -1.048
H 1.457 -0.848 -1.587

Results
**Gap between HOMO and LUMO**: 9.70 eV
**Total charge**: 0
**DFT total energy**: -659.2047 Ha


One molecule with the formula H2N2O2S at a distorted geometry. Source: OMol25; level of theory: ωB97M-V with the def2-TZVPD basis set.

Atoms and positions in Å:
H 0.752 0.800 -2.044
N 0.710 0.039 -1.464
N 0.362 0.435 -0.364
O -0.085 1.467 0.096
O 0.573 -0.570 0.585
S -0.937 -1.385 1.000
H -1.376 -0.785 2.189

Results
**Gap between HOMO and LUMO**: 9.96 eV
**Total charge**: 0
**DFT total energy**: -659.1987 Ha


One molecule with the formula H2N2O2S at a distorted geometry. Source: OMol25; level of theory: ωB97M-V with the def2-TZVPD basis set.

Atoms and positions in Å:
O 2.061 0.246 0.112
S 0.672 0.296 0.487
O 0.206 0.865 1.687
N -0.541 0.479 -0.699
N -0.495 -0.970 -0.210
H -0.662 0.407 -1.700
H -1.240 -1.323 0.324

Results
**Gap between HOMO and LUMO**: 10.22 eV
**Total charge**: 0
**DFT total energy**: -659.2284 Ha


A 2-piece molecular cluster, H2N2O2S overall at a distorted geometry. Source: OMol25; level of theory: ωB97M-V with the def2-TZVPD basis set.

Atoms and positions in Å:
N 2.288 1.316 -0.243
N -0.149 0.152 -0.317
O 4.396 0.168 0.333
O 2.411 -1.267 -0.248
S 3.004 0.040 -0.094
H -0.036 -0.416 0.467
H -1.041 0.728 -0.261

Results
**Gap between HOMO and LUMO (alpha / beta)**: 9.98 / 8.68 eV
**Total charge**: 0
**DFT total energy**: -659.1614 Ha


One molecule with the formula H2N2O3 at a distorted geometry. Source: OMol25; level of theory: ωB97M-V with the def2-TZVPD basis set.

Atoms and positions in Å:
O -0.730 -1.361 -0.481
N -0.071 -0.295 -0.349
O 0.525 0.131 -1.698
N 0.272 0.549 0.575
O -0.313 0.456 1.844
H 0.097 -0.570 -2.252
H 0.220 1.090 2.361

Results
**Gap between HOMO and LUMO**: 10.48 eV
**Total charge**: 0
**DFT total energy**: -336.2237 Ha


A 2-piece molecular cluster, H2N2O3S overall at a distorted geometry. Source: OMol25; level of theory: ωB97M-V with the def2-TZVPD basis set.

Atoms and positions in Å:
N 0.641 -0.600 1.464
N -0.954 1.756 -1.470
O -1.251 1.482 -2.564
O -0.185 0.986 -0.815
O -0.328 -2.214 -0.025
S 0.717 -1.260 -0.041
H 1.529 -0.098 1.658
H -0.169 -0.053 1.793

Results
**Gap between HOMO and LUMO (alpha / beta)**: 8.98 / 5.68 eV
**Total charge**: 0
**DFT total energy**: -734.4387 Ha


A 2-piece molecular cluster, H2N2O3S overall at a distorted geometry. Source: OMol25; level of theory: ωB97M-V with the def2-TZVPD basis set.

Atoms and positions in Å:
N 0.640 -2.013 1.063
N 0.873 -1.730 -0.023
O -0.634 1.199 0.936
O -1.486 2.574 -0.683
O 0.527 -0.451 -0.854
S -1.112 2.550 0.706
H 1.144 -2.239 -0.884
H 0.048 0.111 -0.262

Results
**Gap between HOMO and LUMO**: 7.31 eV
**Total charge**: 0
**DFT total energy**: -734.4813 Ha